(1)
Density functional theory data (ωB97M-V with the def2-TZVPD basis set) for 7 unconnected molecules or ions with the total composition C30H55BrF6N10P.

```
103
Properties=species:S:1:pos:R:3:lowdin_charge:R:1
C -0.831 6.571 -7.650 -0.0348
C -0.930 6.724 -9.245 -0.0918
N -1.299 5.383 -9.884 -0.0565
C -2.557 5.034 -10.253 0.0069
C -2.428 3.742 -10.737 -0.0269
N -1.138 3.352 -10.866 -0.0822
C -0.430 4.363 -10.224 0.0404
C -0.550 2.118 -11.354 0.0115
H -0.904 7.549 -7.175 0.0798
H 0.173 6.246 -7.377 0.0680
H -1.499 5.861 -7.163 0.0717
H -0.091 7.109 -9.824 0.1241
H -1.609 7.464 -9.668 0.1209
H -3.386 5.708 -10.089 0.1472
H -3.156 3.044 -11.123 0.1392
H 0.643 4.363 -10.096 0.1628
H -1.217 1.691 -12.103 0.1068
H -0.467 1.270 -10.675 0.1020
H 0.426 2.337 -11.788 0.1110
C -0.113 -8.888 -7.791 -0.0400
C 0.080 -7.385 -7.461 -0.1667
N -0.323 -6.967 -6.106 -0.0276
C -1.586 -6.515 -5.697 0.0096
C -1.479 -6.043 -4.414 -0.0287
N -0.184 -6.073 -3.964 -0.0994
C 0.490 -6.788 -4.992 0.0739
C 0.407 -5.668 -2.738 0.0007
H 0.074 -9.219 -8.812 0.0923
H -1.163 -9.127 -7.621 0.0766
H 0.415 -9.477 -7.041 0.0817
H -0.448 -6.732 -8.156 0.1243
H 1.059 -6.984 -7.726 0.1274
H -2.376 -6.410 -6.427 0.1413
H -2.181 -5.470 -3.827 0.1362
H 1.566 -6.836 -4.902 0.1631
H 0.976 -4.745 -2.851 0.1094
H 1.043 -6.431 -2.289 0.1184
H -0.477 -5.511 -2.119 0.1075
C 6.937 1.809 2.558 -0.0587
C 7.861 1.786 3.771 -0.1518
N 8.665 3.018 3.937 -0.0605
C 10.015 3.094 4.041 0.0103
C 10.265 4.450 4.103 -0.0126
N 9.112 5.210 4.157 -0.0649
C 8.119 4.278 4.058 0.0321
C 9.021 6.672 4.227 0.0285
H 7.463 1.927 1.611 0.0801
H 6.310 2.701 2.534 0.0712
H 6.312 0.920 2.480 0.0876
H 8.542 0.945 3.900 0.1287
H 7.335 1.627 4.712 0.1343
H 10.620 2.201 3.980 0.1437
H 11.200 4.990 4.105 0.1363
H 7.050 4.432 4.058 0.1685
H 9.904 7.213 3.888 0.1066
H 8.791 6.896 5.269 0.1116
H 8.242 7.067 3.576 0.1087
C -1.759 0.841 1.866 -0.0411
C -2.452 1.962 1.053 -0.1524
N -2.371 1.601 -0.358 -0.0507
C -1.210 1.470 -1.099 0.0011
C -1.516 1.314 -2.433 -0.0130
N -2.877 1.161 -2.506 -0.0965
C -3.423 1.518 -1.283 0.0647
C -3.554 0.600 -3.719 0.0338
H -2.303 -0.103 1.825 0.0850
H -1.851 1.121 2.915 0.0924
H -0.727 0.825 1.515 0.0733
H -2.035 2.956 1.215 0.1445
H -3.506 2.029 1.321 0.1257
H -0.273 1.322 -0.582 0.1370
H -0.942 1.156 -3.335 0.1343
H -4.429 1.710 -0.939 0.1613
H -2.835 0.084 -4.355 0.1004
H -4.147 1.353 -4.238 0.0995
H -4.354 0.026 -3.251 0.1002
C -5.661 -3.408 11.662 -0.0499
C -4.641 -2.921 10.580 -0.1179
N -5.275 -1.889 9.669 -0.0595
C -5.350 -0.495 9.947 0.0572
C -6.151 0.116 8.867 0.0383
N -6.546 -0.933 8.046 -0.1329
C -5.981 -2.154 8.491 0.0590
C -7.429 -0.819 6.946 -0.0263
H -6.647 -3.629 11.252 0.0762
H -5.815 -2.722 12.494 0.0784
H -5.254 -4.293 12.150 0.0839
H -4.328 -3.684 9.867 0.1228
H -3.761 -2.447 11.014 0.1292
H -4.886 -0.066 10.822 0.1297
H -6.447 1.149 8.756 0.1307
H -6.032 -3.114 7.999 0.1579
H -6.915 -0.587 6.013 0.1061
H -8.060 0.048 7.144 0.1049
H -8.138 -1.646 6.922 0.1120
P 3.148 -3.988 7.987 0.1627
F 3.084 -5.560 7.716 -0.1483
F 2.834 -4.018 9.637 -0.2016
F 4.817 -3.888 8.123 -0.2051
F 3.100 -2.335 8.109 -0.2305
F 3.325 -3.868 6.354 -0.2290
F 1.671 -3.791 7.675 -0.1481
Br 1.610 8.101 3.412 -0.9992
```

Total energy in Ha: -5237.3380
Maximum force in eV/A: 7.19
ΔE to the lowest compared entry with this formula, charge and spin in kcal/mol: 156.12
Spin multiplicity: 1
Charge: +3


(2)
Density functional theory data (ωB97M-V with the def2-TZVPD basis set) for a molecular structure, C30H56B2N2O2P2Pd.

```
95
Properties=species:S:1:pos:R:3:lowdin_charge:R:1
Pd -0.054 0.387 -0.160 0.5407
C -4.005 -2.637 0.170 -0.1092
C -3.385 -1.741 1.246 -0.6777
C -2.228 -2.513 1.899 -0.1138
C -4.432 -1.420 2.318 -0.0913
P -2.577 -0.233 0.408 1.1208
C -2.493 0.957 1.867 -0.2651
N -1.210 0.785 2.512 -0.0149
B -0.088 0.146 1.893 -0.6098
N 1.068 0.502 2.654 -0.0089
C 2.426 0.357 2.192 -0.2589
P 2.405 -0.204 0.394 1.1277
C 3.962 0.642 -0.273 -0.6819
C 3.539 2.106 -0.471 -0.1141
C 5.196 0.596 0.626 -0.0820
C 4.267 0.058 -1.657 -0.0988
C 2.713 -2.072 0.510 -0.6845
C 1.767 -2.643 1.575 -0.1024
C 4.144 -2.480 0.852 -0.0933
C 2.299 -2.654 -0.851 -0.1077
C 0.660 1.337 3.687 -0.1650
C 1.383 1.951 4.696 -0.0198
C 0.699 2.752 5.608 -0.1110
C -0.675 2.928 5.518 -0.1135
C -1.414 2.307 4.514 -0.0257
C -0.745 1.511 3.600 -0.1687
C -3.880 0.589 -0.715 -0.6893
C -3.329 1.963 -1.108 -0.1132
C -3.954 -0.254 -1.997 -0.1109
C -5.270 0.760 -0.108 -0.0906
H -4.186 -3.632 0.586 0.0859
H -3.336 -2.747 -0.686 0.0790
H -4.962 -2.244 -0.177 0.0641
H -2.616 -3.409 2.393 0.0890
H -1.716 -1.905 2.645 0.0673
H -1.497 -2.819 1.148 0.0704
H -5.007 -2.326 2.529 0.0890
H -5.132 -0.647 2.005 0.0542
H -3.960 -1.110 3.251 0.0802
H -3.319 0.834 2.569 0.0813
H -2.552 1.969 1.453 0.0786
H 3.008 -0.343 2.801 0.0932
H 2.921 1.332 2.233 0.0873
H 3.236 2.573 0.467 0.0638
H 2.694 2.166 -1.159 0.0671
H 4.374 2.677 -0.888 0.0932
H 4.979 0.966 1.629 0.0750
H 5.969 1.240 0.197 0.0879
H 5.611 -0.407 0.708 0.0566
H 3.349 -0.014 -2.246 0.0812
H 4.724 -0.930 -1.601 0.0625
H 4.959 0.716 -2.189 0.0873
H 2.103 -2.412 2.587 0.0836
H 1.725 -3.731 1.475 0.0894
H 0.761 -2.241 1.448 0.0324
H 4.482 -2.012 1.778 0.0768
H 4.842 -2.232 0.053 0.0604
H 4.177 -3.564 0.995 0.0892
H 1.303 -2.297 -1.121 0.0629
H 2.273 -3.746 -0.802 0.0846
H 2.991 -2.368 -1.644 0.0625
H 2.455 1.817 4.777 0.1055
H 1.246 3.236 6.407 0.0943
H -1.184 3.554 6.241 0.0947
H -2.486 2.453 4.445 0.1066
H -2.282 1.890 -1.397 0.0455
H -3.414 2.687 -0.295 0.0721
H -3.884 2.360 -1.962 0.0907
H -2.948 -0.503 -2.345 0.0748
H -4.450 0.317 -2.787 0.0836
H -4.511 -1.178 -1.855 0.0535
H -5.230 1.344 0.814 0.0805
H -5.746 -0.199 0.100 0.0616
H -5.906 1.298 -0.818 0.0885
C -0.700 4.848 1.652 -0.0014
C 0.426 4.456 0.697 -0.4528
C 1.721 5.100 1.182 -0.0069
O 0.570 3.029 0.779 0.0465
B 0.150 2.437 -0.400 -0.6766
O -0.149 3.384 -1.347 0.0683
C 0.097 4.706 -0.826 -0.4568
C 1.260 5.297 -1.620 -0.0110
C -1.148 5.546 -1.084 -0.0113
H -0.414 4.563 2.665 0.0859
H -1.619 4.315 1.404 0.0832
H -0.891 5.922 1.624 0.0920
H 1.852 4.863 2.238 0.0919
H 1.676 6.185 1.072 0.0940
H 2.586 4.722 0.640 0.0706
H 2.165 4.702 -1.495 0.0799
H 1.456 6.325 -1.315 0.0908
H 0.997 5.290 -2.678 0.0941
H -2.030 5.121 -0.608 0.0785
H -1.331 5.577 -2.159 0.0931
H -1.002 6.566 -0.727 0.0934
```

Total energy in Ha: -2297.1268
Maximum force in eV/A: 1.47
Expectation value of S²: 2.008
ΔE to the lowest compared entry with this formula, charge and spin in kcal/mol: 21.12
Spin multiplicity: 3


> What is the total energy in the first record?

-5237.3380 Ha


> The lowest ΔE to the lowest compared entry with this formula, charge and spin belongs to which entry?

C30H56B2N2O2P2Pd


> Look up the spin multiplicity of the second one.

3


> Number 1 is which compound?

C30H55BrF6N10P